Computed, not measured: a structure of composition C4H6NaO, with the ωB97M-V functional and the def2-TZVPD basis.

```
! RIJCOSX wB97M-V def2-TZVPD def2/J DEFGRID3
* xyz 1 1
O 0.90336 2.22003 0.87911
C -0.00388 1.41976 0.87685
C -0.03934 0.31133 -0.13535
C -1.00192 -0.68427 -0.07401
C -1.06470 -1.61501 -1.09194
H -0.71791 1.36202 1.72295
H 0.51910 0.50563 -1.05781
H -1.67891 -0.74708 0.78034
H -0.39966 -1.54917 -1.95705
H -1.83393 -2.39047 -1.09753
Na 3.13607 1.42968 1.10130
H 2.18174 -0.26245 0.05314
*
```

* HOMO level (alpha / beta): -0.4609 / -0.5276 hartree
* energy relative to the best compared isomer or geometry (same formula, charge and spin): 365.74 kJ/mol
* E_tot: -10699.1786 eV

***

Computed, not measured: a cluster of 9 separate species, C25H38Cl2F4O24 in total, with the ωB97M-V functional and the def2-TZVPD basis.

```
! RIJCOSX wB97M-V def2-TZVPD def2/J DEFGRID3
* xyz 1 2
C 4.22138 1.21875 5.13585
O 4.31138 -0.13874 5.38644
C 3.32528 -0.98486 5.12610
O 2.22563 -0.67929 4.67279
O 3.79257 -2.20023 5.29944
C 3.07959 -3.38297 4.99067
H 5.17737 1.67941 5.38478
H 3.51883 1.69005 5.82317
H 3.92759 1.39277 4.10071
H 2.27879 -3.48434 5.72316
H 3.78106 -4.21601 5.03626
H 2.76580 -3.32563 3.94839
C -0.04260 0.19002 -5.75019
O -1.08067 1.00404 -5.17670
C -0.92681 1.64947 -4.01588
O 0.17971 1.86979 -3.42066
O -2.12102 2.09868 -3.57201
C -2.27583 2.51734 -2.23930
H 0.71471 0.78300 -6.26298
H -0.42058 -0.49112 -6.51261
H 0.53461 -0.30179 -4.96722
H -3.28855 2.92037 -2.23129
H -1.48297 3.24782 -2.07846
H -2.17800 1.67559 -1.55373
C -4.45334 -0.29039 -6.92470
O -3.48444 -0.74782 -5.91020
C -3.83684 -0.90893 -4.59523
O -4.96154 -0.83606 -4.13895
O -2.73516 -1.21038 -3.95466
C -2.81739 -1.37049 -2.58022
H -3.84872 -0.00944 -7.78702
H -5.04750 0.58810 -6.67304
H -5.15068 -1.06976 -7.23192
H -3.27190 -0.52533 -2.06327
H -1.82308 -1.40554 -2.13498
H -3.30436 -2.29185 -2.26077
C 1.30364 2.69123 -0.33328
O 0.93076 2.68841 1.04732
C -0.13838 3.35014 1.54756
O -0.76119 4.23850 0.94834
O -0.21369 3.09279 2.97370
C 0.61333 2.29484 3.78418
H 1.61006 3.62032 -0.81390
H 0.53498 2.15394 -0.88878
H 2.13224 1.98360 -0.30544
H 0.69560 1.23662 3.53617
H 0.30328 2.34331 4.82803
H 1.65144 2.62495 3.82256
C 1.43872 -1.07950 -0.18829
C 1.26100 -0.91851 1.32856
O -0.11373 -0.70414 1.42976
C -0.66326 -0.31932 0.23782
O -1.81641 -0.05918 0.00709
O 0.27160 -0.54623 -0.76666
F 1.99293 0.17198 1.72020
H 1.69330 -2.09762 -0.48278
H 2.35742 -0.57315 -0.48444
H 1.57751 -1.79506 1.89389
C -5.61334 0.01712 0.62479
C -4.68250 -0.10600 1.82156
O -4.34259 -1.46811 1.87837
C -4.43140 -1.83272 0.57316
O -4.25007 -2.93913 0.07944
O -5.10692 -0.95515 -0.18002
F -5.29415 0.27185 2.98507
H -5.53146 0.94012 0.05079
H -6.67476 -0.10218 0.84218
H -3.77594 0.47586 1.65512
C -0.61387 -1.98575 4.59813
C -1.90937 -2.29076 3.82546
O -2.89443 -1.57096 4.56058
C -2.24291 -0.61389 5.30860
O -2.78739 0.37694 5.81178
O -0.90279 -0.85063 5.32705
F -2.07447 -3.60226 3.87266
H 0.21287 -1.78955 3.91541
H -0.35441 -2.82400 5.24474
H -1.87122 -1.99592 2.77679
C 3.64248 2.49506 -3.85359
C 3.77977 1.64143 -5.08795
O 3.08805 0.46957 -4.76583
C 3.23074 0.30636 -3.43937
O 2.93583 -0.72091 -2.88164
O 3.71444 1.46703 -2.85584
F 5.06641 1.41086 -5.33420
H 2.71048 3.05662 -3.78932
H 4.45902 3.21654 -3.82482
H 3.43422 2.18159 -5.96938
C 5.53081 -2.34069 0.85860
Cl 5.55923 -1.37192 2.34428
Cl 4.04281 -3.34588 0.69108
H 5.59018 -1.69546 -0.01790
H 6.41323 -2.97758 0.92039
*
```

* <S²>: 0.76
* HOMO level (alpha / beta): -0.4516 / -0.4516 hartree
* E_tot: -111583.9881 eV

***

Computed, not measured: a structure of composition C13H19ILuN5OS, with the ωB97M-V functional and the def2-TZVPD basis.

```
! RIJCOSX wB97M-V def2-TZVPD def2/J DEFGRID3
* xyz -2 1
C 1.88727 -3.00121 -4.43208
I 1.41973 -2.12326 -2.53437
H 1.85232 -2.18612 -5.16358
H 1.13301 -3.76986 -4.63618
H 2.89327 -3.42388 -4.34795
C 3.06833 0.94093 2.45776
C 3.23558 1.58242 1.28013
N 2.20170 1.14192 0.46154
C 1.60801 0.04551 1.04411
N 2.01838 0.06926 2.33586
H 3.64650 1.02656 3.37523
H 4.00966 2.24790 0.91594
C -3.98177 -0.35175 -0.31382
C -1.74587 0.01324 -0.13139
N -2.88530 -0.35072 0.52974
H -4.04334 -0.03683 -2.49684
N -2.16813 0.12316 -1.44233
H -4.97701 -0.57563 0.03685
Lu -0.12447 1.59684 0.29355
C 0.43607 -0.68289 0.50941
O 0.26242 -1.87168 0.57209
C -3.52901 -0.08098 -1.54876
C -1.33156 0.36062 -2.59803
H -1.31739 1.41901 -2.91437
H -1.66110 -0.27239 -3.43725
H -0.30540 0.03773 -2.38202
C -2.99911 -0.67785 1.93374
H -3.88844 -1.30006 2.08358
H -3.08263 0.22504 2.55005
H -2.12422 -1.24347 2.26774
C 1.38758 -0.60821 3.45124
H 2.18061 -0.94258 4.13448
H 0.80957 -1.46138 3.09023
H 0.70696 0.07876 3.97779
C 2.13188 1.49820 -0.95050
H 1.52320 0.78699 -1.51692
H 3.14138 1.45066 -1.36601
H 1.75111 2.52575 -1.09930
S -1.33417 3.85797 1.30326
C -1.09040 2.51413 2.17965
N -0.71519 1.41816 2.52771
*
```

* HOMO level (alpha / beta): 0.0642 / 0.0777 hartree
* energy relative to the best compared isomer or geometry (same formula, charge and spin): 24.93 kJ/mol
* E_tot: -75835.2946 eV

***

Computed, not measured: a structure of composition C4H3N, with the ωB97M-V functional and the def2-TZVPD basis.

```
! RIJCOSX wB97M-V def2-TZVPD def2/J DEFGRID3
* xyz 0 1
C 1.67945 0.34531 0.42306
C 0.62307 -0.05199 -0.14981
C -0.62901 -0.54066 -0.31787
C -1.71362 0.35256 -0.47357
N -2.59425 1.09448 -0.62141
H 2.72108 0.69093 0.39966
H 0.68846 -0.27922 1.10392
H -0.77519 -1.61142 -0.36397
*
```

* HOMO level: -0.3197 hartree
* energy relative to the best compared isomer or geometry (same formula, charge and spin): 302.72 kJ/mol
* E_tot: -5681.3703 eV

***

Computed, not measured: the ion C9H21N2O with charge +1, with the ωB97M-V functional and the def2-TZVPD basis.

```
! RIJCOSX wB97M-V def2-TZVPD def2/J DEFGRID3
* xyz 1 1
C 2.49373 -1.86981 1.14425
O 2.10773 -1.56326 -0.24593
C 2.92132 -0.47751 -0.81948
C 2.75998 0.97573 -0.07589
C 1.30024 1.71748 -0.40474
C 0.14309 1.05142 0.54924
N -1.25763 1.04809 -0.09620
C -1.35753 0.22734 -1.34641
C -2.20089 -1.16529 -1.25188
N -2.58603 -1.60825 0.14119
C -3.35236 -0.39650 0.70265
C -2.23011 0.74864 1.00612
H 2.23158 -0.96696 1.87285
H 1.80021 -2.76569 1.49919
H 3.60654 -2.23493 1.26426
H 2.55604 -0.32442 -1.94295
H 4.04943 -0.81131 -0.85356
H 3.57389 1.69951 -0.55977
H 3.00682 0.93810 1.07088
H 1.46010 2.88265 -0.21360
H 1.12638 1.56757 -1.56172
H 0.03246 1.78114 1.48765
H 0.40814 -0.00489 0.98625
H -1.41492 2.06303 -0.37829
H -0.30700 -0.05020 -1.84268
H -1.89645 0.90914 -2.16476
H -3.22764 -0.98021 -1.83224
H -1.63580 -2.01170 -1.83334
H -1.68112 -1.74764 0.66821
H -4.23663 -0.05218 -0.00787
H -3.76572 -0.76627 1.75964
H -1.62655 0.43549 1.97166
H -2.80132 1.75169 1.30724
*
```

* SMILES: COCCCC[NH+]1CCNCC1
* HOMO level: -0.4788 hartree
* energy relative to the best compared isomer or geometry (same formula, charge and spin): 451.25 kJ/mol
* E_tot: -14690.0063 eV